Below is C4H6InO3 as an isolated structure, with properties calculated with wB97M-V/def2-TZVPD.

Results
orbital gap (spin up / spin down)	7.575 / 6.632	eV
relative energy (zero: lowest compared OMol25 entry of this formula, charge and spin)	0.0	kcal/mol
largest force on an atom	6.03	eV Å⁻¹
multiplicity	1
charge	+1

CARTESIAN COORDINATES (ANGSTROEM)
O1 -0.75 0.96 -1.11
O2 0.44 -0.59 -0.04
O3 -1.61 -0.27 0.56
C1 1.73 0.15 -0.29
C2 2.84 -0.77 0.13
C3 -0.66 -0.01 -0.33
H1 3.72 -0.15 0.37
H2 2.62 -1.38 1.03
H3 3.16 -1.49 -0.65
In1 1.08 1.81 -1.04
C4 -2.89 0.32 0.37
H4 -3.49 0.02 1.23
H5 -3.38 -0.02 -0.55
H6 -2.79 1.41 0.33